Record 1
The following is a quantum chemistry calculation of the molecule CH5N5 at a distorted geometry, from OMol25.

Calculated values
Gap between HOMO and LUMO (spin up / spin down)   8.00 / 7.71 eV
Energy above the lowest of the compared OMol25 structures with the same formula, charge and spin   2.700 eV
E_tot   -8563.8292 eV
LUMO (spin up / spin down)   0.977 / 0.891 eV

Element x y z (Å)
C -0.299 0.840 -1.113
N -1.809 0.958 -0.620
N -2.114 0.499 0.403
N 0.451 -0.107 -0.513
N 0.396 -0.009 0.799
N 0.877 -1.059 1.508
H -0.461 0.810 -2.176
H 0.092 1.883 -0.797
H 0.488 -0.900 -1.102
H 1.254 -1.935 1.123
H 1.125 -0.980 2.487

Record 2
The following is a quantum chemistry calculation of the ion CH5N6 with charge +1 at a distorted geometry, from OMol25.

Calculated values
Multiplicity   3
Gap between HOMO and LUMO (spin up / spin down)   6.21 / 4.73 eV
Energy above the lowest of the compared OMol25 structures with the same formula, charge and spin   0.593 eV
Net charge   +1
E_tot   -10041.8818 eV
LUMO (spin up / spin down)   -4.872 / -9.533 eV

Element x y z (Å)
C 1.576 -0.178 0.694
N 2.163 0.610 -0.178
N 1.218 1.013 -1.004
N 0.028 0.492 -0.678
N 0.213 -0.284 0.345
N -1.054 0.701 -1.445
N -1.166 -1.078 0.972
H 2.057 -0.572 1.595
H -0.797 1.502 -2.013
H -1.985 0.590 -1.155
H -1.286 -0.727 1.932
H -0.967 -2.069 0.935

Record 3
The following is a quantum chemistry calculation of a cluster of 2 separate species, CH5NO in total at a distorted geometry, from OMol25.

Calculated values
Gap between HOMO and LUMO   10.78 eV
Energy above the lowest of the compared OMol25 structures with the same formula, charge and spin   0.933 eV
E_tot   -4654.4509 eV
SMILES   C=O.N
LUMO   1.068 eV

Element x y z (Å)
C -1.606 -1.585 1.072
O -0.551 -1.115 1.376
H -2.007 -2.012 0.138
H -2.393 -1.363 1.805
N 1.558 1.340 -0.963
H 2.549 1.435 -0.880
H 1.363 1.152 -1.942
H 1.087 2.146 -0.607

Record 4
The following is a quantum chemistry calculation of a cluster of 2 separate species, CH5NO in total, from OMol25.

Calculated values
Gap between HOMO and LUMO   11.47 eV
Energy above the lowest of the compared OMol25 structures with the same formula, charge and spin   0.719 eV
E_tot   -4654.6646 eV
SMILES   C=N.O
LUMO   1.127 eV

Element x y z (Å)
C -1.124 -4.121 1.072
N -1.711 -3.003 1.000
H -0.205 -4.225 0.505
H -1.521 -4.976 1.605
H -2.538 -3.021 1.603
O 2.166 6.669 -2.211
H 2.698 6.967 -1.458
H 2.236 5.710 -2.117

Record 5
The following is a quantum chemistry calculation of a cluster of 2 separate species, CH5NO in total, from OMol25.

Calculated values
Gap between HOMO and LUMO   11.02 eV
Energy above the lowest of the compared OMol25 structures with the same formula, charge and spin   0.699 eV
E_tot   -4654.6844 eV
SMILES   C=O.N
LUMO   0.662 eV

Element x y z (Å)
C -1.551 -1.474 -1.777
O -2.576 -1.893 -1.332
H -0.626 -1.293 -1.186
H -1.362 -1.300 -2.847
N 1.751 1.380 1.952
H 1.111 0.646 1.670
H 1.265 2.112 2.458
H 1.988 1.823 1.061

Record 6
The following is a quantum chemistry calculation of a cluster of 2 separate species, CH5NO2 in total at a distorted geometry, from OMol25.

Calculated values
Gap between HOMO and LUMO   9.80 eV
Energy above the lowest of the compared OMol25 structures with the same formula, charge and spin   3.596 eV
E_tot   -6700.1163 eV
SMILES   C=O.NO
LUMO   0.523 eV

Element x y z (Å)
C 2.281 -0.067 0.198
O 1.438 -0.567 -0.549
H 1.913 0.468 1.056
H 3.383 -0.197 -0.072
N -1.511 0.451 -0.426
O -2.056 -0.746 0.198
H -1.987 1.156 0.160
H -0.537 0.395 -0.215
H -2.925 -0.894 -0.349

Record 7
The following is a quantum chemistry calculation of a cluster of 2 separate species, CH5NO2P in total at a distorted geometry, from OMol25.

Calculated values
Gap between HOMO and LUMO   7.73 eV
Energy above the lowest of the compared OMol25 structures with the same formula, charge and spin   4.654 eV
Net charge   -1
E_tot   -15990.8042 eV
LUMO   4.311 eV

Element x y z (Å)
C 0.735 1.605 -2.460
N -1.156 -0.852 1.853
O 0.309 0.189 -0.232
O -0.608 -2.034 2.507
P 1.240 0.320 -1.416
H 0.149 -2.128 1.944
H -0.259 2.038 -2.216
H 1.265 1.621 -3.333
H -0.927 -0.074 2.448
H -0.748 -0.685 0.907

Record 8
The following is a quantum chemistry calculation of the molecule CH5NO2S at a distorted geometry, from OMol25.

Calculated values
Gap between HOMO and LUMO   9.75 eV
Energy above the lowest of the compared OMol25 structures with the same formula, charge and spin   7.146 eV
E_tot   -17531.7976 eV
SMILES   C[S@@H](=O)=NO
LUMO   0.239 eV

Element x y z (Å)
C -1.323 0.121 -0.211
S 0.197 -0.491 0.423
O 0.621 -1.815 -0.756
N 1.267 0.505 0.909
O 1.681 1.341 -0.126
H -1.149 1.144 -0.671
H -1.429 -0.645 -1.020
H -2.149 0.004 0.582
H -0.125 -1.056 1.501
H 2.408 0.891 -0.632

Record 9
The following is a quantum chemistry calculation of a cluster of 2 separate species, CH5NO2S in total at a distorted geometry, from OMol25.

Calculated values
Gap between HOMO and LUMO   9.37 eV
Energy above the lowest of the compared OMol25 structures with the same formula, charge and spin   4.851 eV
E_tot   -17534.0921 eV
LUMO   0.018 eV

Element x y z (Å)
C 0.316 -1.058 -0.535
N 0.029 1.226 0.598
O -2.202 -0.073 0.146
O 1.210 -0.979 0.454
S -1.065 0.244 -0.695
H 1.067 -0.493 -2.039
H 0.093 -2.069 -0.798
H 0.135 2.253 0.622
H -0.618 1.039 1.361
H 1.036 -0.090 0.886

Record 10
The following is a quantum chemistry calculation of the molecule CH5NO2S at a distorted geometry, from OMol25.

Calculated values
Gap between HOMO and LUMO   9.22 eV
Energy above the lowest of the compared OMol25 structures with the same formula, charge and spin   5.123 eV
E_tot   -17533.8207 eV
SMILES   C[S@@H](=O)=NO
LUMO   0.665 eV

Element x y z (Å)
C -1.311 -0.053 0.752
S 0.227 -0.553 -0.085
O 0.067 -1.686 -0.953
N 0.868 0.863 -0.440
O 1.922 0.759 -1.417
H -2.183 -0.351 0.216
H -1.246 -0.648 1.649
H -1.283 1.007 0.951
H 0.950 -1.000 1.095
H 1.989 1.662 -1.767

Record 11
The following is a quantum chemistry calculation of a cluster of 2 separate species, CH5NO3 in total, from OMol25.

Calculated values
Gap between HOMO and LUMO   11.30 eV
Energy above the lowest of the compared OMol25 structures with the same formula, charge and spin   0.511 eV
E_tot   -8751.3123 eV
SMILES   NC(=O)O.O
LUMO   0.563 eV

Element x y z (Å)
N 0.975 -0.492 -1.112
C 0.950 -0.899 0.175
O 0.047 -0.748 0.954
O 2.118 -1.559 0.502
H 1.686 -0.716 -1.779
H 0.143 -0.034 -1.429
H 2.400 -1.205 1.352
O -2.635 2.003 0.802
H -2.429 1.191 0.313
H -3.256 2.459 0.222

Record 12
The following is a quantum chemistry calculation of a cluster of 2 separate species, CH5NO3 in total at a distorted geometry, from OMol25.

Calculated values
Gap between HOMO and LUMO   9.82 eV
Energy above the lowest of the compared OMol25 structures with the same formula, charge and spin   4.272 eV
E_tot   -8747.5519 eV
SMILES   O=CO.NO
LUMO   0.843 eV

Element x y z (Å)
O -1.124 1.282 0.018
C -1.177 0.115 0.507
O -1.950 -0.829 0.001
H -0.799 -0.151 1.501
H -2.154 -0.595 -0.919
N 1.795 -0.368 0.131
O 0.610 -0.090 -0.608
H 2.239 0.512 0.388
H 2.427 -0.837 -0.515
H 0.133 0.961 -0.503

Record 13
The following is a quantum chemistry calculation of a structure of composition CH5NO3 at a distorted geometry, from OMol25.

Calculated values
Gap between HOMO and LUMO (spin up / spin down)   8.18 / 8.19 eV
Energy above the lowest of the compared OMol25 structures with the same formula, charge and spin   8.141 eV
E_tot   -8743.6829 eV
LUMO (spin up / spin down)   -0.778 / -0.772 eV

Element x y z (Å)
C -0.583 -0.555 -0.272
N 1.093 -0.471 -0.450
O -0.523 -0.605 1.068
O 1.563 0.824 -0.152
O -1.779 0.568 1.094
H 1.691 1.222 -1.030
H -1.193 1.344 1.155
H 1.531 -1.062 0.260
H -0.908 0.238 -0.952
H -0.891 -1.501 -0.720

Record 14
The following is a quantum chemistry calculation of the molecule CH5NO3S at a distorted geometry, from OMol25.

Calculated values
Gap between HOMO and LUMO   9.55 eV
Energy above the lowest of the compared OMol25 structures with the same formula, charge and spin   3.077 eV
E_tot   -19583.2544 eV
LUMO   0.186 eV

Element x y z (Å)
C -1.785 0.169 1.093
N -0.977 -0.456 0.349
O 1.093 -1.412 -0.775
O 1.500 0.640 0.541
O 1.571 0.724 -2.026
S 0.668 0.012 -0.752
H -2.930 0.203 0.894
H -1.343 0.701 1.886
H -1.439 -0.936 -0.468
H 2.410 0.257 -2.029
H 1.232 0.097 1.286

Record 15
The following is a quantum chemistry calculation of a cluster of 2 separate species, CH5NO3S2 in total at a distorted geometry, from OMol25.

Calculated values
Gap between HOMO and LUMO   8.73 eV
Energy above the lowest of the compared OMol25 structures with the same formula, charge and spin   1.176 eV
E_tot   -30417.7528 eV
LUMO   -0.261 eV

Element x y z (Å)
C 0.015 2.068 0.791
N -0.638 -1.833 -1.449
O -0.714 -0.289 1.268
O 1.491 -0.023 0.078
O -1.610 -2.339 -1.964
S 0.898 -2.462 -1.686
S 0.093 0.416 0.012
H -1.026 2.263 1.025
H 0.620 2.086 1.688
H 0.376 2.796 0.071
H -0.955 -1.199 1.078
H 1.452 -1.485 -0.912

Record 16
The following is a quantum chemistry calculation of a structure of composition CH5NO4Sn at a distorted geometry, from OMol25.

Calculated values
Gap between HOMO and LUMO   6.64 eV
Energy above the lowest of the compared OMol25 structures with the same formula, charge and spin   0.000 eV
E_tot   -16622.5564 eV
LUMO   -1.936 eV

Element x y z (Å)
Sn 2.002 0.074 -1.476
O -0.292 -0.333 -2.846
H -0.616 -1.193 -2.552
O 2.915 -0.831 -3.863
H 3.665 -1.419 -4.000
C -1.114 0.681 2.726
N -1.072 0.358 1.289
O -0.004 0.194 0.722
O -2.121 0.138 0.752
H -0.138 1.005 3.077
H -1.397 -0.167 3.342
H -1.829 1.493 2.829

Record 17
The following is a quantum chemistry calculation of a cluster of 2 separate species, CH5NOS in total at a distorted geometry, from OMol25.

Calculated values
Gap between HOMO and LUMO   10.12 eV
Energy above the lowest of the compared OMol25 structures with the same formula, charge and spin   0.117 eV
E_tot   -15491.0023 eV
SMILES   NC=O.S
LUMO   0.901 eV

Element x y z (Å)
N 1.819 -0.619 1.375
C 0.740 0.063 0.889
O 0.118 -0.251 -0.095
H 2.121 -1.469 0.895
H 2.128 -0.512 2.301
H 0.501 0.971 1.467
S -2.851 0.570 -1.795
H -3.054 0.596 -3.122
H -1.523 0.650 -1.913

Record 18
The following is a quantum chemistry calculation of a cluster of 2 separate species, CH5NOS in total at a distorted geometry, from OMol25.

Calculated values
Multiplicity   3
Gap between HOMO and LUMO (spin up / spin down)   9.08 / 7.63 eV
Energy above the lowest of the compared OMol25 structures with the same formula, charge and spin   3.273 eV
E_tot   -15484.4939 eV
LUMO (spin up / spin down)   0.892 / -1.525 eV

Element x y z (Å)
C -0.042 -1.581 -0.400
N -0.434 1.215 -0.661
O 1.738 0.204 0.220
S 0.353 -0.093 0.305
H 0.908 -2.173 -0.336
H -0.968 -2.175 -0.472
H 0.169 2.011 -0.619
H -1.430 1.416 -0.415
H -0.293 1.176 2.377

Record 19
The following is a quantum chemistry calculation of a cluster of 2 separate species, CH5NOS2 in total at a distorted geometry, from OMol25.

Calculated values
Gap between HOMO and LUMO   9.90 eV
Energy above the lowest of the compared OMol25 structures with the same formula, charge and spin   0.259 eV
E_tot   -26326.1415 eV
SMILES   NC=O.SS
LUMO   0.296 eV

Element x y z (Å)
N -0.122 -1.227 1.142
C -0.917 -0.119 0.953
O -2.102 -0.122 0.755
H -0.615 -2.104 1.053
H 0.599 -1.141 1.822
H -0.296 0.799 1.004
S 0.197 0.474 -2.436
S 2.028 0.922 -1.586
H -0.371 1.686 -2.387
H 1.601 0.832 -0.319

Record 20
The following is a quantum chemistry calculation of a cluster of 2 separate species, CH5NOS2 in total, from OMol25.

Calculated values
Gap between HOMO and LUMO   8.92 eV
Energy above the lowest of the compared OMol25 structures with the same formula, charge and spin   0.525 eV
E_tot   -26325.8759 eV
SMILES   NC=O.SS
LUMO   -0.142 eV

Element x y z (Å)
N -1.298 -0.547 -0.185
C -2.214 -1.548 -0.037
O -3.400 -1.401 0.097
H -1.658 0.394 -0.193
H -0.353 -0.721 0.109
H -1.772 -2.548 -0.189
S 2.434 0.889 -0.872
S 2.644 2.840 -0.080
H 2.418 0.234 0.293
H 3.199 2.408 1.056